# 1
Here is a cluster of 2 separate species, CH3O2 in total from OMol25. Energies are from ωB97M-V/def2-TZVPD.

The calculation puts the frontier orbital gap at 0.2451 Ha. As for the net charge: -1. Its energy above the lowest of the compared OMol25 structures with the same formula, charge and spin is 23.02 kcal/mol. The molar mass is 47.03 g mol⁻¹.

The geometry in XYZ format:
```
6
CH3O2 (ωB97M-V/def2-TZVPD)
H 0.135 -0.500 -0.478
O -1.235 1.414 -0.826
O 1.092 -1.978 0.490
C 0.517 -0.914 0.474
H 0.246 -0.258 1.320
H -0.755 2.235 -0.981
```

=====

# 2
Here is a cluster of 6 separate species, BH14O5 in total from OMol25. Energies are from ωB97M-V/def2-TZVPD.

The calculation puts the frontier orbital gap at 0.3292 Ha. As for the net charge: -1. Its energy above the lowest of the compared OMol25 structures with the same formula, charge and spin is 32.87 kcal/mol. The molar mass is 104.92 g mol⁻¹.

The geometry in XYZ format:
```
20
BH14O5 (ωB97M-V/def2-TZVPD)
H 41.030 -9.099 12.722
H 45.195 -10.903 13.533
H 43.098 -12.010 10.576
O 43.657 -12.330 6.514
H 46.264 -8.304 8.846
H 42.491 -10.473 9.533
O 41.419 -10.006 12.781
H 41.860 -10.129 11.908
O 45.407 -8.302 8.226
H 41.381 -12.977 9.403
O 45.433 -11.757 13.040
H 43.603 -12.256 7.528
H 45.116 -11.883 12.169
O 41.046 -13.897 9.194
H 44.960 -8.791 8.833
H 44.371 -11.256 9.330
H 43.911 -10.238 11.056
H 41.632 -14.510 8.875
H 43.322 -13.308 6.474
B 43.538 -11.003 10.126
```

=====

# 3
Here is a structure of composition C8H18HoO4 from OMol25. Energies are from ωB97M-V/def2-TZVPD.

The calculation puts the frontier orbital gap (spin up / spin down) at 0.1739 / 0.2292 Ha. The multiplicity is 6. As for the net charge: +2. The molar mass is 343.16 g mol⁻¹.

The geometry in XYZ format:
```
31
C8H18HoO4 (ωB97M-V/def2-TZVPD)
C 1.458 -3.655 2.534
O 0.886 -4.370 3.532
Ho -2.579 0.210 -1.335
C 0.159 -0.268 2.648
O -1.652 2.182 -0.889
H 1.993 -1.945 3.749
C 0.585 1.301 -0.627
O -0.542 -0.304 -2.046
H -1.450 -1.757 -3.165
H 2.482 -4.059 2.350
C -0.445 -1.347 -3.014
H 0.271 0.737 0.394
C 0.713 0.335 -1.779
C -0.259 2.529 -0.876
H -2.300 3.976 -1.711
H 1.442 -0.450 -1.531
H -2.359 3.865 0.086
H 2.168 -1.696 1.985
H 1.043 0.845 -2.698
H 0.924 -3.869 1.579
O 0.231 -1.618 2.721
H 0.225 -2.133 -2.642
H -0.007 3.011 -1.834
H -0.106 3.260 -0.070
H -0.065 -0.940 -3.961
C 1.543 -2.160 2.766
H -0.852 0.109 2.810
H 1.595 1.639 -0.363
C -2.512 3.321 -0.856
H 0.956 0.289 3.155
H -3.546 2.962 -0.912
```

=====

# 4
Here is an isolated molecule of C4H10N2 from OMol25. Energies are from ωB97M-V/def2-TZVPD.

The calculation puts the frontier orbital gap at 0.3544 Ha. Its energy above the lowest of the compared OMol25 structures with the same formula, charge and spin is 31.53 kcal/mol. The molar mass is 86.14 g mol⁻¹. As for the SMILES: C=C(N)CCN.

The geometry in XYZ format:
```
16
C4H10N2 (ωB97M-V/def2-TZVPD)
H -0.926 1.627 -1.971
C 0.438 -0.837 0.472
H 0.642 -2.314 -1.006
C -0.300 0.325 1.051
N 1.849 -0.656 0.506
C -1.058 1.227 0.044
C -0.055 -1.749 -0.377
H -0.923 0.084 1.908
H 0.481 0.985 1.457
H -2.060 0.756 -0.037
H -0.975 -2.283 -0.146
H 2.144 0.272 0.231
H -1.245 2.189 0.540
N -0.336 1.337 -1.200
H 2.365 -1.382 0.046
H -0.041 0.418 -1.518
```

=====

# 5
Here is an isolated molecule of C5H10FNS from OMol25. Energies are from ωB97M-V/def2-TZVPD.

The calculation puts the frontier orbital gap at 0.3666 Ha. Its energy above the lowest of the compared OMol25 structures with the same formula, charge and spin is 33.88 kcal/mol. The molar mass is 135.21 g mol⁻¹. As for the SMILES: FCC1(CS)CNC1.

The geometry in XYZ format:
```
18
C5H10FNS (ωB97M-V/def2-TZVPD)
F 0.562 2.499 -0.255
H -2.131 0.996 -0.534
H 0.688 -1.232 -1.208
N -1.662 -1.140 -0.139
H 1.181 1.504 1.571
H -1.158 0.129 -1.785
H 1.274 0.423 -1.808
H -0.544 1.828 1.248
S 2.725 -0.490 0.053
H 2.862 -1.775 -0.252
C 0.032 0.202 0.029
H -0.897 -0.469 1.850
C 0.394 1.503 0.745
H -2.573 -1.305 0.276
C -1.357 0.216 -0.714
H 0.075 -1.743 0.952
C 1.128 -0.266 -0.913
C -0.598 -0.879 0.885
```

=====

# 6
Here is a structure of composition C15H19N7S3Tc from OMol25. Energies are from ωB97M-V/def2-TZVPD.

The calculation puts the frontier orbital gap (spin up / spin down) at 0.2489 / 0.2494 Ha. The multiplicity is 2. As for the net charge: +2. The molar mass is 491.57 g mol⁻¹.

The geometry in XYZ format:
```
45
C15H19N7S3Tc (ωB97M-V/def2-TZVPD)
H 2.099 -4.609 -2.591
H 3.003 -2.282 -3.106
H 2.881 -2.642 -1.382
C -1.688 -4.451 0.215
N 1.063 1.054 3.627
C -4.171 1.501 1.845
N -1.078 -3.136 -0.043
C 1.106 1.766 2.501
C 0.572 1.847 4.648
H -1.026 -5.317 -2.310
H 1.057 -3.641 -3.629
H 0.453 1.472 5.649
H 1.908 -0.412 -1.809
H -1.941 -4.497 1.272
H 2.583 -0.379 3.840
C -4.455 2.024 -0.574
C -0.702 -5.529 -0.179
C -0.211 -5.254 -1.586
H 0.557 -5.962 -1.888
N 0.389 -3.904 -1.660
N -5.057 2.506 -1.425
N -4.463 1.581 2.953
C -2.527 0.826 0.237
N 0.391 -1.646 -1.042
S -1.646 0.751 -1.284
H 0.142 -5.543 0.512
N 0.667 2.994 2.795
H 1.139 -0.929 2.953
H -1.426 -2.330 0.457
H 1.069 -0.715 4.713
H 0.602 3.744 2.121
C 2.305 -2.485 -2.296
C 1.353 -1.318 -2.118
H -0.055 3.969 4.576
C 1.498 -0.338 3.791
Tc 0.116 -0.005 -0.161
H 0.824 -1.079 -3.042
H -2.611 -4.532 -0.360
C 1.485 -3.712 -2.626
H -1.182 -6.505 -0.140
C -3.701 1.424 0.489
S -1.431 0.131 1.422
C -0.100 -2.929 -0.914
S 1.682 1.297 0.914
C 0.322 3.069 4.125
```

=====

# 7
Here is a cluster of 12 separate species, C18H62N2O17 in total from OMol25. Energies are from ωB97M-V/def2-TZVPD.

The calculation puts the frontier orbital gap at 0.3225 Ha. Its energy above the lowest of the compared OMol25 structures with the same formula, charge and spin is 0.00 kcal/mol. The molar mass is 578.69 g mol⁻¹. As for the SMILES: COC[C@H](C)N.COC[C@H](C)N.OCCO.OCCO.OCCO.OCCO.OCCO.O.O.O.O.O.

The geometry in XYZ format:
```
99
C18H62N2O17 (ωB97M-V/def2-TZVPD)
H 4.475 -2.880 -3.619
H 1.935 2.626 2.274
N 3.678 -3.407 0.546
O -3.866 -3.493 1.677
H -6.588 1.994 -0.756
H 1.353 -2.055 1.258
H 5.895 -0.984 1.449
H 1.805 -0.245 3.256
C 4.099 -2.061 0.957
N 0.741 -2.485 1.948
H -0.961 -1.922 1.445
H -4.370 4.158 -0.704
O -1.768 -1.416 1.167
H 2.605 -1.174 -2.897
O -1.129 4.397 1.368
O 1.369 -3.424 5.430
H -0.363 -3.144 4.332
H 1.350 0.435 -1.192
C 1.179 -0.945 3.806
C 0.861 -4.422 6.293
H -2.830 5.468 0.257
O 1.006 2.754 2.056
H -1.081 4.445 -5.098
H -5.238 5.646 -1.261
H -3.980 1.201 0.125
H 2.651 -0.973 -0.331
H 0.986 1.562 -5.750
H 2.606 1.096 -0.812
H 1.136 -5.423 5.943
H 5.948 -2.629 2.043
C 1.356 -2.378 3.305
H 0.570 2.719 -0.556
O 3.552 -2.901 -3.360
H -4.630 1.205 -1.494
H 2.434 -2.566 3.242
H 3.380 2.328 -3.453
H 1.396 -0.850 4.872
H -0.319 -0.078 -1.340
H 3.487 -1.704 1.780
H 4.175 -1.530 -1.076
C 3.679 1.245 -0.689
C 5.610 -2.014 1.208
H -5.819 -0.361 0.816
H -0.391 4.135 1.939
H -0.045 2.178 -2.150
C -2.749 -1.421 2.195
H -3.451 -3.311 0.824
H -2.121 -3.400 2.837
O -6.574 -0.563 -1.059
H 0.871 0.792 -4.425
H -3.625 -2.842 3.565
H 4.162 1.362 -1.661
O 4.250 0.200 0.062
O 0.301 0.331 0.613
H 3.304 -1.241 -4.626
H 1.137 -3.119 -3.859
H 1.371 -4.311 7.251
C 2.836 -1.761 -3.789
H -1.551 4.441 -2.644
H 1.670 -2.618 -5.381
H 0.825 -3.478 1.708
O -0.876 4.010 -4.264
C 0.349 0.591 -0.786
H -1.857 2.869 -1.221
C 3.731 -1.083 -0.172
C -3.314 5.213 -2.203
O -2.089 4.621 -1.831
H 3.926 -3.991 1.345
H -0.228 3.312 -4.509
H -3.786 4.657 -3.021
H 0.128 -0.659 3.704
C 0.692 -3.418 4.195
O 0.633 1.640 -4.855
C -4.273 5.206 -1.031
H -7.161 -1.196 -0.644
H -3.635 -1.077 1.672
H -2.486 -0.811 3.063
O -5.896 2.017 -0.091
O -1.450 2.168 -0.662
C -5.456 -0.322 -0.215
H 6.211 -2.299 0.342
H -0.214 -4.295 6.435
C -0.096 2.022 -1.067
H -3.174 6.267 -2.475
H -1.241 3.638 0.776
C -4.904 1.069 -0.439
H 0.693 1.895 1.724
H 4.276 -3.803 -0.175
O -3.716 5.841 0.138
H 0.667 -4.410 3.728
H 1.877 2.486 -3.696
C -3.035 -2.833 2.647
C 1.496 -2.219 -4.373
O 0.595 -1.113 -4.314
H 3.891 2.141 -0.112
O 2.638 2.908 -3.252
H -0.642 0.284 0.853
H -4.654 -1.056 -0.354
H -0.211 -1.458 -4.721
```

=====

# 8
Here is a cluster of 2 separate species, C2H6INO2S2 in total from OMol25. Energies are from ωB97M-V/def2-TZVPD.

The calculation puts the frontier orbital gap (spin up / spin down) at 0.2783 / 0.2784 Ha. Its energy above the lowest of the compared OMol25 structures with the same formula, charge and spin is 0.00 kcal/mol. The molar mass is 267.11 g mol⁻¹.

The geometry in XYZ format:
```
14
C2H6INO2S2 (ωB97M-V/def2-TZVPD)
H -2.834 0.619 1.476
H 1.744 -0.743 -1.928
O 0.852 1.208 1.053
C -1.730 0.292 1.224
S 2.206 -1.691 0.354
S 0.437 1.014 -0.317
O 0.620 2.056 -1.320
I -2.108 0.426 -1.819
H -1.608 -0.795 1.353
N -1.265 0.736 -0.032
H -1.039 0.803 1.896
H 3.038 -0.685 0.188
C 1.256 -1.241 -1.042
H 0.431 -1.999 -1.086
```

=====

Values for E, a.u., ordered as above
-190.3367 -409.4101 -1563.8259 -267.8751 -749.2566 -2241.1163 -2111.4831 -1378.9671